33
Properties=species:S:1:pos:R:3:forces:R:3:nbo_charge:R:1 method="wB97M-V/def2-TZVPD" total_charge=-1 gap_ha="0.101 / 0.101" relative_energy_kcal_mol=0.00 max_force_ev_per_a=1.738 lumo_energy_ev="3.041 / 3.042" total_energy_ev=-27392.5750
C -0.300766 -0.503510 -4.596234 -0.1 -0.1 -0.5 -0.9275
Cd -0.124192 -1.694316 -2.042003 -1.0 -0.8 -0.1 0.5452
N -0.960857 -3.216087 -0.156735 0.4 -0.8 0.5 -1.1061
H 0.298439 -3.235581 -2.811098 0.5 0.2 0.0 -0.6660
H -0.137043 -3.334201 0.428003 0.0 -0.1 0.0 0.3481
H -0.918069 -1.316540 -4.135850 0.6 1.0 -0.3 0.2188
H 0.109225 -0.923770 -5.517355 0.1 0.1 -0.3 0.1811
H 0.550838 -0.151335 -3.970120 -0.8 -0.4 -0.3 0.2027
H -0.969410 0.341453 -4.809833 0.2 -0.2 0.1 0.2082
H -1.699947 -2.894778 0.440938 -0.4 0.2 0.1 0.3555
H -1.209914 -4.151693 -0.480440 0.0 0.3 -0.2 0.3744
C 1.471164 1.360307 2.330979 -0.9 -0.4 -0.6 -0.0630
N 1.182705 2.124166 1.108277 0.3 0.6 0.0 -0.4844
C -0.220612 2.570637 1.108529 0.0 -1.0 0.4 -0.0741
N -1.177041 1.461172 1.324024 -0.3 0.5 0.5 -0.4979
C -0.824911 0.704104 2.538261 0.6 0.3 -0.8 -0.0757
N 0.564563 0.204877 2.515324 0.0 0.1 0.8 -0.4904
C 0.770233 -0.826690 1.478544 -0.1 0.9 0.2 -0.5461
P 0.413536 -0.133204 -0.227537 0.6 -1.4 -0.8 0.3383
C 1.516819 1.349054 -0.104867 -0.4 0.3 0.7 -0.5256
C -1.271374 0.584167 0.150595 0.5 0.7 0.6 -0.7792
H 1.317273 2.031923 3.185129 0.2 -0.1 -0.1 0.1864
H 2.504787 0.994738 2.278941 -0.2 0.1 0.1 0.1893
H -0.437023 3.041887 0.139790 0.0 0.0 0.3 0.2008
H -0.351134 3.274080 1.941616 0.1 0.0 -0.2 0.1829
H -1.507544 -0.151084 2.628565 0.1 0.3 0.1 0.1943
H -0.924245 1.389344 3.389761 0.0 -0.2 0.0 0.1823
H 1.814539 -1.167543 1.515091 -0.2 0.1 -0.1 0.2113
H 0.139561 -1.695447 1.714597 0.0 0.3 -0.1 0.2050
H 1.431562 1.998314 -0.986076 -0.1 -0.2 0.1 0.2223
H 2.568037 1.033039 -0.023994 -0.3 -0.1 -0.1 0.2164
H -1.988530 -0.229836 0.359864 0.3 0.1 -0.4 0.2291
H -1.630657 1.162364 -0.714677 0.1 -0.4 0.1 0.2435

---

30
Properties=species:S:1:pos:R:3:forces:R:3:nbo_charge:R:1 method="wB97M-V/def2-TZVPD" total_charge=+1 gap_ha="0.261 / 0.345" relative_energy_kcal_mol=167.68 max_force_ev_per_a=6.305 lumo_energy_ev="-5.418 / -3.479" total_energy_ev=-12041.6445
C 2.221562 -1.878555 0.498831 0.5 1.1 -2.2 -0.6421
C 0.431729 1.856225 1.174354 0.1 3.0 1.7 -0.4784
C 1.622793 1.949061 -1.106963 -3.1 1.7 5.2 -0.3877
C -2.842816 0.543777 -0.626917 1.6 1.9 -2.6 -0.4850
C -2.305219 -1.266706 0.790260 -1.3 1.0 -0.3 -0.4755
C 0.385255 -0.606273 -1.405258 1.8 -0.7 -1.7 -0.4581
C 1.057611 -1.085104 0.919040 -1.2 3.3 2.7 -0.2175
N 0.958070 1.209624 0.069006 -0.1 -4.2 -3.7 -0.0828
N -2.044137 0.119678 0.438362 0.7 -0.9 0.9 -0.2571
N 0.490914 -0.147980 -0.094883 2.5 3.5 2.0 -0.0605
H 2.652094 -2.346480 1.296714 0.8 -1.5 2.3 0.2514
H 1.857912 -2.600495 -0.191761 0.2 -0.9 -0.7 0.2178
H 3.084728 -1.360547 0.054133 -0.6 0.4 -0.1 0.2267
H -0.583879 1.454639 1.395800 0.8 0.3 0.0 0.2894
H 1.167577 1.804309 2.043030 -1.1 0.2 -0.7 0.2295
H 0.372552 2.964847 0.831939 -0.1 -1.7 1.1 0.2356
H 2.128186 2.733590 -0.532456 0.1 0.1 -0.7 0.2387
H 2.260730 1.339042 -1.536865 3.1 -2.9 -2.2 0.2101
H 0.891337 2.335305 -1.754160 -0.9 0.6 -0.9 0.2219
H -2.316007 1.454970 -1.250259 -1.2 -2.2 1.4 0.1993
H -3.215614 -0.246972 -1.310060 0.3 0.4 0.2 0.1973
H -3.683079 0.988885 -0.157685 -1.3 0.7 0.3 0.2528
H -1.450505 -1.873190 0.622383 0.7 -0.6 -0.1 0.1937
H -2.601781 -1.352999 1.833505 0.1 0.0 0.2 0.2354
H -3.111701 -1.638163 0.162928 -0.2 -0.5 0.1 0.1928
H -0.254170 0.091436 -1.931676 0.2 -0.1 -0.6 0.2380
H 1.456419 -0.731630 -1.837206 -1.8 0.3 0.1 0.2248
H -0.055568 -1.604647 -1.401694 -0.1 0.1 0.0 0.2451
H 1.226887 -0.416538 1.897644 -0.3 -1.6 -2.2 0.2290
H 0.198131 -1.689116 1.109923 -0.1 -0.8 0.6 0.2153

---

30
Properties=species:S:1:pos:R:3:forces:R:3:nbo_charge:R:1 method="wB97M-V/def2-TZVPD" total_charge=0 gap_ha=0.380 relative_energy_kcal_mol=0.00 max_force_ev_per_a=3.722 lumo_energy_ev=0.851 smiles=CC(C)[Si@@H](C)O[Si](C)(C)C total_energy_ev=-25388.2172
C -1.832932 -0.643043 1.348652 -0.4 -2.0 -0.1 -0.6189
C -2.319944 -1.645936 -0.901786 -2.6 0.5 0.7 -0.6141
C -1.384465 2.610255 0.024260 0.2 1.4 1.2 -1.1836
C 1.603585 -1.507038 0.999761 -1.0 2.0 -1.6 -1.0901
C 2.974688 -0.662405 -1.659184 -1.4 3.0 -1.2 -1.1153
C 2.328401 1.433485 0.817348 1.1 1.5 -3.2 -1.1116
C -2.438909 -0.343527 -0.064073 1.4 -0.6 0.4 -0.6779
O 0.220038 0.421477 -0.839957 -2.2 0.6 -0.9 -1.2897
Si -1.427666 1.010168 -0.894044 1.6 -1.9 -0.1 1.6989
Si 1.689986 -0.010653 -0.329840 1.0 -1.4 2.3 1.8762
H -0.840518 -1.092358 1.218019 -0.2 0.2 -0.1 0.2180
H -1.655623 0.283232 1.888360 -0.4 -0.2 0.6 0.2058
H -2.387243 -1.521069 1.943524 0.7 2.3 -1.1 0.2075
H -1.331331 -1.658237 -1.246339 1.7 -1.2 0.0 0.2119
H -2.923365 -1.721589 -1.833345 0.0 0.5 0.7 0.2105
H -2.727008 -2.398163 -0.176596 1.1 -0.2 -1.1 0.2128
H -1.522959 2.457662 1.125010 0.2 -0.4 -0.8 0.2535
H -0.333815 3.071095 -0.009561 -1.7 -0.2 -0.4 0.2631
H -2.248878 3.307912 -0.175577 1.2 -0.4 -0.3 0.2562
H 1.276342 -1.167879 1.954876 -0.3 0.6 0.8 0.2177
H 0.975799 -2.339811 0.763913 -0.3 -0.6 -0.5 0.2257
H 2.591926 -1.813188 1.127199 1.8 -0.8 0.1 0.2197
H 3.488027 -1.589567 -1.520069 0.1 -0.5 0.5 0.2426
H 2.396869 -0.705821 -2.649895 0.9 0.0 1.2 0.2402
H 3.731278 0.195068 -1.761812 -0.8 -1.3 -0.1 0.2338
H 1.996442 2.513933 0.573898 0.4 -1.8 0.0 0.2277
H 2.013898 1.251382 1.789043 -0.5 -0.5 1.9 0.2270
H 3.451157 1.464902 0.762724 -0.9 -0.1 0.3 0.2311
H -3.455607 -0.089580 0.061496 -1.3 0.5 0.1 0.2209
H -1.908176 0.889291 -2.336007 0.5 0.7 0.6 -0.1996

---

30
Properties=species:S:1:pos:R:3:forces:R:3:nbo_charge:R:1 method="wB97M-V/def2-TZVPD" total_charge=0 gap_ha="0.291 / 0.298" relative_energy_kcal_mol=158.74 max_force_ev_per_a=3.481 lumo_energy_ev="0.251 / 0.490" total_energy_ev=-25381.3335
C 2.869195 2.645372 1.774585 0.8 1.4 0.8 -0.1015
C -0.206334 -0.802516 -4.865510 -2.5 -2.2 0.9 -1.0848
C -0.115013 -2.068277 -1.943385 -1.8 1.4 -1.5 -1.0638
C -2.145740 1.438262 1.481930 1.1 1.9 2.2 -1.0978
C -0.274419 0.973375 3.919721 -2.0 0.7 -0.5 -1.0927
C -0.592379 -1.331320 1.637612 -0.7 3.4 0.4 -1.0333
C 1.050916 1.223191 1.242850 -1.9 -1.3 -1.1 -0.3806
O 1.699683 2.136469 1.905285 -0.1 -0.7 -0.2 -0.3482
Si 0.887637 -0.987482 -3.262217 -1.0 -2.0 -1.1 1.0937
Si -0.501002 0.606655 2.040174 -1.3 -1.0 1.5 1.4906
H 1.408062 0.175537 -2.554409 0.1 0.5 -0.1 -0.1834
H 3.523106 2.615908 0.927373 -0.2 -0.5 -0.6 0.1621
H 3.034024 3.327363 2.585505 0.5 0.3 0.0 0.1582
H -1.275753 -0.494398 -4.505462 1.8 0.0 -1.1 0.2286
H 0.163196 -0.323904 -5.756437 0.1 1.0 0.1 0.2425
H -0.415371 -1.871346 -5.360324 0.6 1.8 1.6 0.2401
H -0.907021 -2.663922 -2.617672 1.5 1.4 1.8 0.2403
H 0.522544 -2.801308 -1.453072 -0.1 0.2 0.3 0.2413
H -0.637240 -1.296920 -1.173495 1.1 -2.2 -2.0 0.2285
H -2.950886 1.589688 2.305780 1.3 -0.6 -1.5 0.2456
H -1.788471 2.469123 1.194956 -0.6 -0.8 0.2 0.2322
H -2.455000 0.953174 0.607599 -1.1 -0.6 -1.2 0.2223
H -0.852639 0.290145 4.607343 0.5 0.8 -0.8 0.2380
H 0.763374 0.746999 3.986873 1.0 0.3 0.8 0.2255
H -0.568302 2.078386 4.137696 0.9 -1.9 -0.2 0.2370
H -1.236516 -1.857455 2.297081 -0.9 -0.4 0.3 0.2333
H -0.939011 -1.254790 0.624922 -0.2 -0.8 -0.4 0.2122
H 0.371340 -1.706148 1.726032 1.8 -0.9 -0.2 0.2244
H 1.283990 0.819531 0.233274 0.9 0.8 0.7 0.1741
H 1.979196 -1.745488 -3.959339 0.2 0.1 0.8 -0.1844

---

33
Properties=species:S:1:pos:R:3:forces:R:3:nbo_charge:R:1 method="wB97M-V/def2-TZVPD" total_charge=0 gap_ha=0.363 max_force_ev_per_a=0.965 lumo_energy_ev=0.655 total_energy_ev=-28129.0655
C -0.816135 0.698806 3.978039 0.0 -0.1 0.0 -0.6004
C 0.009935 0.342078 2.745203 0.1 0.0 0.2 -0.3982
C 0.052204 -1.178592 2.506989 -0.2 0.1 -0.1 -0.4013
C -0.051590 -1.642017 1.052064 0.1 -0.1 0.1 -0.3847
C 1.204091 -1.461180 0.194640 -0.1 0.1 0.0 -0.4004
C 1.713746 -0.017252 0.020467 0.1 -0.1 0.0 -0.9091
Si 2.556185 0.209345 -1.625138 0.2 -0.1 0.0 1.4713
O 1.446118 -0.038629 -2.819939 0.1 0.2 0.0 -1.2406
Si 0.274060 1.033962 -3.297200 -0.3 0.0 0.1 1.0826
B -1.576328 0.367418 -2.763323 0.2 -0.2 0.0 0.6166
C -2.847479 1.274641 -2.789111 -0.1 0.0 -0.2 -1.0207
O -1.724913 -0.959217 -2.401973 -0.4 0.3 0.8 -0.9175
H -0.454476 0.143541 4.847550 0.0 0.1 0.0 0.2016
H -0.765942 1.763481 4.209338 0.0 0.0 0.0 0.2093
H -1.862976 0.418468 3.840099 0.0 0.1 0.0 0.1999
H -0.389439 0.856522 1.868061 -0.1 0.0 0.0 0.1910
H 1.024423 0.720837 2.890552 0.0 0.0 -0.1 0.1990
H -0.790967 -1.614847 3.051817 0.1 -0.1 0.0 0.2027
H 0.960701 -1.599172 2.950377 -0.1 0.0 0.0 0.2009
H -0.924123 -1.159029 0.588799 0.1 0.1 0.0 0.1771
H -0.277248 -2.713485 1.059899 0.0 0.0 0.0 0.2099
H 2.005859 -2.067424 0.626834 0.0 0.0 -0.1 0.2084
H 1.000787 -1.899355 -0.790657 0.0 0.0 0.0 0.1978
H 0.887429 0.698975 0.083061 0.1 0.0 0.0 0.2293
H 2.420567 0.241919 0.814569 -0.1 0.1 0.1 0.2382
H 3.648640 -0.773835 -1.789029 -0.1 -0.1 0.0 -0.2091
H 3.143476 1.565268 -1.740484 -0.1 0.0 0.0 -0.2134
H 0.546423 2.356755 -2.666306 0.1 0.0 0.0 -0.1996
H 0.357539 1.212883 -4.767357 0.0 0.0 0.0 -0.1777
H -2.699463 2.271776 -3.205980 0.0 0.0 0.0 0.2281
H -3.680533 0.787970 -3.305920 0.0 0.0 0.0 0.2499
H -3.166954 1.395693 -1.745532 0.0 0.0 0.0 0.2501
H -1.223620 -1.236306 -1.620409 0.3 -0.2 -0.7 0.5091

---

32
Properties=species:S:1:pos:R:3:forces:R:3:nbo_charge:R:1 method="wB97M-V/def2-TZVPD" total_charge=+1 gap_ha=0.299 relative_energy_kcal_mol=34.76 max_force_ev_per_a=4.815 lumo_energy_ev=-2.955 total_energy_ev=-21347.9183
C -1.047832 1.699252 1.297392 1.7 -1.6 0.8 -0.3951
C -3.407684 1.577114 0.368114 1.8 0.9 4.2 -0.4104
C -3.809723 -1.163902 -0.787376 3.2 0.7 -3.2 -0.4248
C -1.472777 -2.078373 -1.413391 -1.9 -3.2 0.0 -0.3855
C 4.005463 -0.187446 -1.359862 0.1 -3.2 -0.3 -0.4267
C 3.828422 1.225288 0.673595 0.8 0.2 -1.2 -0.4364
C -1.636513 -0.110569 -0.111649 3.5 1.4 0.7 0.3423
N -2.061589 1.025394 0.493601 0.7 -2.1 -2.1 -0.4544
N -2.224466 -1.087660 -0.725656 -4.5 1.7 0.7 -0.4247
N 3.408290 -0.059180 -0.041996 1.5 0.5 1.5 -0.5919
P 1.231334 -0.244684 -0.012476 0.0 1.0 0.8 0.4289
H -0.491502 0.870831 1.922308 -1.3 1.8 -0.8 0.2130
H -0.204003 2.162915 0.720510 -1.2 0.0 0.2 0.1999
H -1.531951 2.420558 1.944146 0.1 0.1 0.1 0.2225
H -3.383260 2.630592 0.117731 -0.1 0.0 -0.2 0.2199
H -3.964046 0.985536 -0.233623 -1.6 -1.0 -2.1 0.2057
H -3.757872 1.400668 1.416705 -0.7 0.9 -0.8 0.2031
H -4.194132 -0.804232 0.094452 -0.9 -0.1 2.1 0.2106
H -4.220365 -0.559253 -1.626723 0.6 0.0 0.5 0.2095
H -3.992431 -2.137378 -1.123110 -0.7 -1.7 0.4 0.2233
H -1.641251 -3.164701 -0.931396 0.1 2.3 -1.1 0.2033
H -1.803821 -2.104841 -2.493974 0.9 0.0 1.1 0.2169
H -0.486105 -1.812588 -1.175023 1.4 0.0 -0.7 0.2134
H 3.882338 0.683545 -1.905837 -0.5 1.5 -1.4 0.2130
H 5.071577 -0.508521 -1.411021 -0.5 0.6 0.6 0.2209
H 3.467227 -1.092342 -1.743248 0.5 1.1 -0.7 0.2080
H 3.543335 1.083905 1.715683 0.4 0.3 0.0 0.2271
H 4.960018 1.524587 0.496845 -2.3 -1.0 0.6 0.2314
H 3.220343 2.053925 0.231385 0.5 -0.7 0.4 0.2130
H 3.866579 -0.864092 0.430263 -1.0 0.8 0.4 0.4039
H 1.528570 -0.682187 -1.268991 -0.4 -0.9 -1.1 -0.0496
H 1.313042 1.059295 -0.588462 -0.3 -0.1 0.5 -0.0302

---

35
Properties=species:S:1:pos:R:3:forces:R:3:nbo_charge:R:1 method="wB97M-V/def2-TZVPD" total_charge=+1 gap_ha="0.207 / 0.207" relative_energy_kcal_mol=38.73 max_force_ev_per_a=4.036 lumo_energy_ev="-3.780 / -3.858" total_energy_ev=-34842.3125
Y 0.042799 -0.017053 1.045882 -0.4 1.6 -0.3 1.1944
H -2.266028 -0.459270 1.976272 -0.4 0.3 -0.7 0.0212
H -2.550305 -0.219699 1.291002 0.4 -0.2 0.8 0.0258
P 0.029502 -2.480577 -0.374022 -0.4 -1.0 -0.3 0.7312
P 0.008331 2.540383 -0.644567 -1.7 1.9 0.8 1.0381
C 1.425077 3.602695 -0.278675 0.6 -0.5 0.2 -0.9356
H 1.177590 4.639887 -0.567843 0.0 -0.6 0.1 0.2655
H 1.630096 3.558600 0.798677 0.1 0.1 -0.3 0.2699
H 2.303935 3.262881 -0.838067 -0.1 0.1 0.2 0.2616
C -0.394978 3.041758 -2.347635 -0.1 -0.3 -0.7 -0.9498
H -1.376269 2.676464 -2.663209 0.1 -0.1 0.2 0.2554
H -0.419934 4.137579 -2.473596 0.1 -0.4 0.5 0.2625
H 0.335446 2.671078 -3.069044 0.0 -0.1 0.1 0.2582
C -1.312922 3.454458 0.226081 -0.6 1.1 0.2 -0.9615
H -1.207669 3.418866 1.312112 0.2 -0.2 -0.1 0.2575
H -1.291229 4.522401 -0.059147 0.1 -0.3 0.0 0.2448
H -2.312426 3.099196 -0.031498 0.1 -0.2 -0.1 0.2460
C -0.117766 -2.850242 -2.164489 0.0 0.4 0.0 -0.9157
H -0.152247 -3.953551 -2.288707 0.0 0.7 -0.1 0.2458
H -1.030546 -2.371833 -2.562051 0.3 -0.4 0.1 0.2462
H 0.735788 -2.390284 -2.689341 -0.3 -0.4 0.1 0.2537
C 1.400996 -3.584140 0.114016 0.1 0.2 0.0 -0.9209
H 1.524285 -3.540337 1.209138 0.0 -0.2 -0.4 0.2526
H 1.131500 -4.602702 -0.236232 0.5 0.5 0.3 0.2462
H 2.329618 -3.206370 -0.341418 -0.2 -0.4 0.1 0.2535
C -1.387095 -3.472008 0.255863 -0.2 0.0 0.1 -0.9303
H -2.339915 -3.077337 -0.124997 0.3 -0.2 0.0 0.2427
H -1.258654 -4.517556 -0.081189 -0.2 0.4 0.3 0.2476
H -1.439703 -3.421460 1.353030 0.1 -0.2 -0.3 0.2451
C 2.328185 -0.306619 0.709985 3.8 -1.3 0.0 0.3407
O 3.445841 -0.640405 0.717880 -3.2 1.1 -0.2 -0.4310
H 0.418569 1.109758 -0.888460 1.3 -1.4 -0.4 -0.1390
O 0.389826 -0.608339 3.310550 0.4 2.0 0.4 -0.5440
N 0.715913 0.571861 3.713521 -0.8 -0.6 -2.2 0.4199
O 0.559285 1.463716 2.761377 0.2 -1.6 1.4 -0.5983